# 1
{"formula": "C33H73IN6O9", "method": "ωB97M-V/def2-TZVPD", "species": ["N", "C", "C", "C", "C", "N", "C", "C", "O", "C", "C", "C", "I", "H", "H", "H", "H", "H", "H", "H", "H", "H", "H", "H", "H", "H", "C", "O", "C", "C", "N", "C", "C", "O", "C", "H", "H", "H", "H", "H", "H", "H", "H", "H", "H", "H", "H", "H", "H", "H", "C", "O", "C", "C", "N", "C", "C", "O", "C", "H", "H", "H", "H", "H", "H", "H", "H", "H", "H", "H", "H", "H", "H", "H", "C", "O", "C", "C", "N", "C", "C", "O", "C", "H", "H", "H", "H", "H", "H", "H", "H", "H", "H", "H", "H", "H", "H", "H", "C", "O", "C", "C", "N", "C", "C", "O", "C", "H", "H", "H", "H", "H", "H", "H", "H", "H", "H", "H", "H", "H", "H", "H"], "xyz": [[3.8331, -0.8857, 2.3686], [3.4131, -0.0026, 1.4922], [2.8074, 1.2758, 0.6431], [1.2768, 1.7092, 1.1598], [1.1590, 1.0577, 2.6950], [0.9795, 0.7234, 3.9327], [1.3126, 3.3806, 1.2015], [-0.1453, 4.0519, 1.5379], [-0.4906, 4.9121, 0.3661], [0.1313, 1.1558, 0.1267], [-0.8324, -0.0289, 0.7215], [-2.0438, 0.4966, 1.7041], [-3.8857, 1.0720, 0.6733], [2.8425, 1.0869, -0.5126], [3.5290, 2.1976, 0.8729], [2.1142, 3.7744, 1.9913], [1.7555, 3.6931, 0.1397], [-1.0090, 3.2709, 1.6636], [-0.0684, 4.6594, 2.5427], [-0.2239, 4.3824, -0.4643], [-0.5609, 2.0135, -0.3216], [0.7124, 0.6928, -0.8053], [-1.3735, -0.5269, -0.2192], [-0.2651, -0.9076, 1.2591], [-2.3165, -0.4248, 2.4116], [-1.6705, 1.3456, 2.4457], [-5.6530, -4.2071, -4.2469], [-4.3163, -4.6662, -4.4065], [-3.7705, -4.3732, -5.6994], [-2.6556, -3.3209, -5.5851], [-3.2018, -2.0017, -5.2485], [-2.1788, -1.0228, -4.8638], [-1.3585, -1.3191, -3.5921], [-2.1223, -1.2699, -2.3848], [-2.8013, -2.4769, -2.0713], [-6.0392, -4.6054, -3.3059], [-5.6854, -3.1180, -4.1973], [-6.2906, -4.5646, -5.0616], [-4.5423, -4.0690, -6.4133], [-3.3300, -5.3057, -6.0711], [-2.1221, -3.2564, -6.5406], [-1.9537, -3.6643, -4.8216], [-3.8556, -2.0996, -4.4753], [-2.7020, -0.0697, -4.7125], [-1.4940, -0.8730, -5.7076], [-0.6108, -0.5224, -3.4986], [-0.7905, -2.2524, -3.6602], [-2.2615, -3.3667, -2.4073], [-3.8100, -2.4571, -2.4901], [-2.9107, -2.5332, -0.9843], [9.5521, -5.5705, 5.1748], [9.6725, -4.1548, 5.1079], [9.5707, -3.6432, 3.7725], [8.2697, -2.8419, 3.6029], [7.0969, -3.7231, 3.6144], [5.8228, -3.0042, 3.7266], [5.5778, -2.1952, 5.0163], [5.4373, -3.0011, 6.1885], [6.6658, -3.3616, 6.8025], [9.7963, -5.8847, 6.1921], [8.5306, -5.8833, 4.9552], [10.2496, -6.0566, 4.4856], [9.6602, -4.4332, 3.0205], [10.4179, -2.9616, 3.6337], [8.3026, -2.2992, 2.6510], [8.2229, -2.1116, 4.4140], [7.1707, -4.3650, 4.4001], [5.0312, -3.7609, 3.6483], [5.7097, -2.3425, 2.8590], [4.6162, -1.6820, 4.8963], [6.3190, -1.4044, 5.1695], [7.4387, -2.5967, 6.6859], [7.0111, -4.3212, 6.4110], [6.4830, -3.5031, 7.8717], [2.9627, 5.1358, -3.0774], [3.9830, 5.4241, -2.1291], [5.1043, 6.1114, -2.6995], [5.1751, 7.5533, -2.1708], [4.0868, 8.3732, -2.7143], [3.9400, 9.6718, -2.0475], [3.5626, 9.6610, -0.5524], [2.2458, 9.1705, -0.2902], [2.1561, 7.7570, -0.1897], [2.2295, 4.4820, -2.5997], [2.4552, 6.0492, -3.3903], [3.3727, 4.6170, -3.9495], [5.0930, 6.0817, -3.7935], [6.0011, 5.5760, -2.3667], [6.1364, 7.9952, -2.4578], [5.1289, 7.5083, -1.0803], [3.2098, 7.8663, -2.6210], [3.1529, 10.2122, -2.5895], [4.8640, 10.2476, -2.1819], [3.5598, 10.7040, -0.2138], [4.3038, 9.1492, 0.0696], [3.0617, 7.3029, 0.2222], [1.9197, 7.3279, -1.1661], [1.3202, 7.5155, 0.4732], [-9.3662, -4.8478, -1.9652], [-9.8336, -3.5460, -1.6337], [-10.6652, -3.5263, -0.4661], [-9.9517, -2.8042, 0.6884], [-8.8317, -3.6002, 1.2025], [-7.9529, -2.8584, 2.1136], [-7.1935, -1.6475, 1.5349], [-6.2018, -1.9942, 0.5656], [-6.7011, -2.1475, -0.7548], [-8.8791, -4.7958, -2.9415], [-8.6340, -5.1942, -1.2347], [-10.1963, -5.5582, -2.0300], [-10.9916, -4.5297, -0.1755], [-11.5620, -2.9542, -0.7309], [-10.6680, -2.6255, 1.4988], [-9.6092, -1.8373, 0.3125], [-8.2725, -3.9318, 0.4201], [-7.2096, -3.5773, 2.4821], [-8.5349, -2.5357, 2.9856], [-6.6441, -1.1861, 2.3642], [-7.8619, -0.8695, 1.1525], [-7.5472, -1.4879, -0.9673], [-6.9716, -3.1908, -0.9326], [-5.8949, -1.9058, -1.4535]], "smiles": "N#CC[C@@](C#N)(CCO)CCCI.COCCNCCOC.COCCNCCOC.COCCNCCOC.COCCNCCOC", "gap_ev": 8.2692, "max_force_ev_per_a": 12.62, "e_homo_ev": -8.23}



# 2
{"formula": "C33H73N2O13S4", "method": "ωB97M-V/def2-TZVPD", "species": ["N", "H", "H", "H", "H", "N", "H", "H", "H", "H", "C", "C", "C", "O", "H", "H", "H", "H", "H", "H", "H", "O", "S", "O", "O", "C", "C", "C", "H", "H", "H", "H", "H", "H", "H", "H", "O", "S", "O", "O", "C", "C", "C", "H", "H", "H", "H", "H", "H", "H", "H", "O", "S", "O", "O", "C", "C", "C", "H", "H", "H", "H", "H", "H", "H", "H", "O", "S", "O", "O", "C", "C", "C", "H", "H", "H", "H", "H", "H", "H", "H", "C", "C", "C", "C", "C", "C", "H", "H", "H", "H", "H", "H", "C", "C", "C", "C", "C", "C", "H", "H", "H", "H", "H", "H", "C", "C", "C", "C", "C", "C", "H", "H", "H", "H", "H", "H", "H", "H", "H", "H", "H", "H", "H", "H"], "xyz": [[-3.1169, 3.4442, 2.6174], [-4.0778, 3.5466, 2.3234], [-2.7441, 4.3348, 2.3209], [-2.7288, 2.6508, 2.1274], [-3.0648, 3.4286, 3.6259], [-2.2031, 3.3000, -1.0750], [-2.9381, 3.9449, -0.8221], [-2.3885, 3.0181, -2.0269], [-2.1910, 2.5427, -0.4068], [-1.4926, 4.0151, -1.0126], [-0.5940, -0.0903, -0.2419], [-1.6790, 0.0839, 0.8539], [-1.1323, -0.5182, 2.1760], [-2.0147, 1.4316, 0.9939], [0.2793, 0.5238, -0.0221], [-1.0050, 0.1346, -1.2261], [-0.2538, -1.1251, -0.2783], [-2.5455, -0.5047, 0.5525], [-0.2088, -0.0952, 2.5712], [-0.9646, -1.5904, 2.0744], [-1.8686, -0.3109, 2.9525], [3.9787, 1.5161, 0.5344], [3.7427, 2.9433, 0.8836], [4.4205, 3.5156, 2.0297], [4.0808, 3.9269, -0.4818], [4.4075, 5.2784, -0.1920], [5.9029, 5.5366, -0.0386], [2.0428, 3.2928, 0.8505], [3.9257, 5.8097, 0.6288], [4.1292, 5.8006, -1.1074], [6.3627, 4.8465, 0.6688], [6.2414, 6.5421, 0.2115], [6.4900, 5.4204, -0.9496], [1.5927, 2.6140, 0.1261], [1.8560, 4.2842, 0.4378], [1.6485, 2.9363, 1.8021], [-6.2233, -1.3176, -0.0727], [-6.9701, -0.7047, 1.0737], [-8.3845, -0.7938, 1.3193], [-6.2733, -1.3532, 2.4278], [-4.8736, -1.2393, 2.4941], [-4.3083, -1.6699, 3.8217], [-6.4346, 1.0001, 1.1702], [-4.5059, -0.2164, 2.4142], [-4.4032, -1.8276, 1.7062], [-3.2402, -1.4650, 3.8942], [-4.4263, -2.7381, 4.0040], [-4.8791, -1.2607, 4.6552], [-6.7603, 1.4087, 2.1268], [-6.8555, 1.5444, 0.3248], [-5.3486, 1.0207, 1.0798], [-0.4074, -4.1564, 1.0642], [0.7115, -5.1096, 0.9354], [0.8392, -5.7810, -0.3373], [2.1047, -4.4321, 1.3961], [2.4947, -3.1929, 0.6889], [3.9058, -2.8312, 1.0438], [0.4765, -6.3611, 2.2601], [1.6992, -2.4940, 0.9473], [2.4772, -3.4238, -0.3762], [4.5196, -3.7291, 0.9711], [4.0425, -2.4433, 2.0533], [4.3235, -2.0922, 0.3600], [-0.5011, -6.1728, 2.7039], [1.1937, -6.1610, 3.0562], [0.6477, -7.3875, 1.9354], [-4.0900, -4.6835, -2.5965], [-3.9486, -4.3265, -1.2359], [-5.1185, -4.0730, -0.4184], [-2.9748, -5.4821, -0.4264], [-3.3623, -6.8423, -0.6440], [-3.3502, -7.4356, 0.8224], [-2.7576, -2.9384, -1.2681], [-2.5734, -7.3034, -1.2383], [-4.3178, -6.8495, -1.1684], [-3.8888, -6.8374, 1.5573], [-2.3300, -7.2937, 1.1791], [-3.6748, -8.4432, 1.0822], [-3.3518, -2.0259, -1.2204], [-2.1889, -3.0778, -2.1875], [-2.2195, -3.0074, -0.3227], [-3.6304, 0.7986, -3.9813], [-2.2412, 1.0251, -4.0101], [-1.6890, 2.3204, -3.9970], [-2.5833, 3.3419, -3.9490], [-3.9284, 3.1351, -3.8943], [-4.4525, 1.8400, -3.9016], [-3.9978, -0.2014, -4.1586], [-1.5360, 0.2097, -4.0755], [-0.6322, 2.4961, -4.1338], [-2.1230, 4.3174, -3.8946], [-4.5977, 3.9695, -3.7455], [-5.5222, 1.7892, -4.0417], [2.7178, -1.2547, 5.7240], [3.5192, -2.2658, 6.1481], [3.2781, -3.5352, 5.7806], [2.4012, -3.7976, 4.7583], [1.5624, -2.7551, 4.3419], [1.6930, -1.4795, 4.8734], [2.8764, -0.2311, 6.0297], [4.4212, -2.1280, 6.7258], [3.9930, -4.2625, 6.1362], [2.4274, -4.8112, 4.3864], [0.8361, -3.0381, 3.5943], [1.0714, -0.6431, 4.5896], [6.7982, 5.4526, -4.1928], [6.0215, 4.1484, -4.8192], [4.8260, 3.6136, -4.0435], [3.8517, 2.7108, -4.7997], [2.5081, 2.2328, -4.1180], [2.6534, 1.2750, -2.9361], [7.2313, 5.1609, -3.2360], [6.2394, 6.3874, -4.1477], [7.7356, 5.5247, -4.7444], [5.6717, 4.4184, -5.8157], [6.8230, 3.4228, -4.9578], [4.2460, 4.4798, -3.7252], [5.1232, 3.2263, -3.0689], [3.6009, 3.0256, -5.8126], [4.4035, 1.7840, -4.9565], [2.0105, 3.1411, -3.7782], [1.8834, 1.8077, -4.9036], [3.0714, 0.3143, -3.2369], [3.3419, 1.5264, -2.1294], [1.7128, 1.0795, -2.4211]], "gap_ev": [4.0655, 8.0026], "max_force_ev_per_a": 3.92, "e_homo_ev": [-4.03, -8.23], "spin_multiplicity": 2}